[1]
Below is 2 unconnected molecules or ions with the total composition C20H35Cl3FINO4, with properties calculated with ωB97M-V/def2-TZVPD.

```
! wB97M-V def2-TZVPD RIJCOSX def2/J DEFGRID3
* xyz 1 1
C -4.10 0.39 2.70
C -3.15 0.01 1.59
O -3.65 -1.19 0.98
C -2.90 -1.88 0.10
O -3.43 -2.45 -0.82
C -1.41 -1.93 0.35
C -0.69 -3.03 -0.44
C 0.20 -2.51 -1.57
C -0.48 -1.45 -2.47
C -1.08 -2.09 -3.74
C -1.84 -3.41 -3.55
C 0.15 -2.31 -4.62
F 0.02 -2.09 -5.94
N 1.23 -1.36 -4.09
C 0.54 -0.47 -3.06
I -0.45 1.07 -4.26
C 1.53 0.24 -2.16
C 0.85 1.02 -1.02
C 0.90 2.55 -1.16
C -0.41 3.29 -0.85
C -0.59 3.76 0.60
C -0.05 2.86 1.71
O 1.25 3.29 2.13
C 2.15 2.30 2.45
C 2.52 2.28 3.90
O 2.57 1.56 1.62
H -5.10 0.54 2.30
H -4.16 -0.42 3.42
H -3.76 1.29 3.20
H -3.11 0.79 0.83
H -2.15 -0.15 1.99
H -1.26 -2.08 1.42
H -0.98 -0.94 0.15
H -0.06 -3.57 0.26
H -1.41 -3.75 -0.83
H 0.49 -3.36 -2.19
H 1.12 -2.13 -1.13
H -1.25 -0.89 -1.94
H -1.78 -1.40 -4.21
H -2.27 -3.72 -4.51
H -1.22 -4.21 -3.17
H -2.68 -3.25 -2.87
H 0.53 -3.32 -4.47
H 2.03 -1.87 -3.72
H 1.58 -0.76 -4.84
H 2.16 0.91 -2.75
H 2.21 -0.51 -1.74
H 1.38 0.76 -0.10
H -0.18 0.69 -0.88
H 1.18 2.81 -2.19
H 1.69 2.94 -0.52
H -0.44 4.17 -1.48
H -1.27 2.68 -1.15
H -0.12 4.74 0.72
H -1.65 3.90 0.80
H -0.72 2.91 2.58
H 0.00 1.81 1.40
H 1.70 1.80 4.45
H 3.43 1.71 4.03
H 2.63 3.29 4.27
C 4.80 -0.06 6.86
Cl 5.01 -0.04 8.61
Cl 3.08 -0.08 6.43
Cl 5.62 1.31 6.11
H 5.25 -0.97 6.48
*
```

Calculated values
* DFT total energy: -2916.689503 Ha
* E_LUMO: -0.1177 Eh
* E_HOMO: -12.75 eV
* orbital gap: 9.5 eV


[2]
Below is a molecular structure, C11H17BN6OTi in a non-equilibrium geometry, with properties calculated with ωB97M-V/def2-TZVPD.

```
! wB97M-V def2-TZVPD RIJCOSX def2/J DEFGRID3
* xyz 0 3
H -0.26 2.91 2.00
N 0.16 1.68 0.34
B 0.76 0.75 -1.96
N 0.62 1.91 -0.94
C 0.87 3.21 -1.09
Ti -0.34 -0.19 0.85
H 1.31 3.53 -2.02
C 0.51 3.87 0.08
H 0.56 4.94 0.25
C 0.08 2.89 0.98
H 1.18 1.15 -3.02
C -1.85 -2.53 2.14
H -2.24 -2.47 3.17
H -0.98 -3.20 2.15
H -2.61 -2.94 1.47
N -0.67 0.16 -2.08
N 1.65 -0.35 -1.35
N -1.37 -0.32 -0.98
N 1.36 -0.87 -0.10
C -1.42 0.06 -3.18
C 2.76 -0.92 -1.84
H -1.02 0.41 -4.13
H 3.16 -0.55 -2.76
C -2.64 -0.52 -2.83
C 3.18 -1.91 -0.94
C -2.58 -0.76 -1.45
C 2.29 -1.84 0.14
H -3.45 -0.74 -3.49
H 4.01 -2.58 -1.08
H -3.30 -1.19 -0.77
H 2.27 -2.39 1.07
H -1.58 -1.48 1.83
C -0.08 0.06 3.97
O -0.38 -0.02 2.59
H 0.88 -0.45 4.14
H -0.84 -0.42 4.61
H -0.02 1.12 4.23
*
```

Calculated values
* DFT total energy: -1707.520212 Ha
* E_LUMO (spin up / spin down): 0.0275 / 0.0221 Eh
* E_HOMO (spin up / spin down): -4.88 / -8.98 eV
* orbital gap (spin up / spin down): 5.6 / 9.6 eV


[3]
Below is a single C19H22N2O5S molecule in a non-equilibrium geometry, with properties calculated with ωB97M-V/def2-TZVPD.

```
! wB97M-V def2-TZVPD RIJCOSX def2/J DEFGRID3
* xyz 0 1
O 3.70 1.03 0.77
O -0.66 -3.73 3.90
O -1.77 3.13 -1.71
O -1.63 3.08 -4.09
O -1.64 -3.30 1.91
C 3.15 0.24 1.51
C -1.15 -2.91 3.14
C 1.68 0.01 1.54
C -0.58 0.22 1.51
C 0.54 0.59 0.81
C 1.19 -0.74 2.55
C 2.15 -0.51 -3.23
C 1.25 -0.28 -4.29
C 1.83 0.04 -1.98
C 0.15 0.54 -4.12
C 0.72 0.84 -1.76
C -0.16 1.13 -2.88
N -0.19 -0.70 2.51
N 3.96 -0.43 2.37
C -2.03 0.68 1.20
C 0.68 1.52 -0.39
C -1.05 -1.41 3.47
C -4.30 1.99 -3.00
C 2.10 -1.46 3.53
C 3.51 -1.69 2.99
C -3.07 1.14 -2.90
S -1.63 2.25 -2.86
H -1.51 -4.24 1.86
H 3.08 -1.08 -3.38
H 1.50 -0.66 -5.25
H 2.50 -0.12 -1.16
H -0.49 0.71 -5.00
H 4.94 -0.38 2.10
H -2.64 -0.16 0.84
H -2.40 1.08 2.13
H -2.10 1.48 0.46
H -0.12 2.23 -0.34
H 1.58 2.13 -0.27
H -2.09 -0.99 3.54
H -0.65 -1.28 4.45
H -4.22 2.81 -2.27
H -4.35 2.44 -3.99
H -5.22 1.47 -2.78
H 1.70 -2.43 3.84
H 2.12 -0.82 4.41
H 4.14 -1.93 3.83
H 3.53 -2.54 2.29
H -3.04 0.52 -3.78
H -3.02 0.51 -2.02
*
```

Calculated values
* DFT total energy: -1621.111656 Ha
* E_LUMO: 0.0114 Eh
* energy relative to the best compared isomer or geometry (same formula, charge and spin): 186.8 kJ/mol
* E_HOMO: -8.44 eV
* orbital gap: 8.7 eV
* structure (SMILES): CCS(=O)(=O)c1ccccc1Cc1c2c(n(CC(=O)O)c1C)CCNC2=O


[4]
Below is 2 unconnected molecules or ions with the total composition H3N2O2P in a non-equilibrium geometry, with properties calculated with ωB97M-V/def2-TZVPD.

```
! wB97M-V def2-TZVPD RIJCOSX def2/J DEFGRID3
* xyz 0 1
N 2.17 -0.32 0.49
N -1.85 -0.10 -0.32
O -2.51 -0.37 0.69
O -2.06 -0.52 -1.43
P -0.39 0.97 -0.03
H 1.74 -0.74 1.19
H 2.86 0.25 0.88
H 0.03 0.84 -1.47
*
```

Calculated values
* DFT total energy: -602.872523 Ha
* E_LUMO (spin up / spin down): -0.1183 / -0.1183 Eh
* energy relative to the best compared isomer or geometry (same formula, charge and spin): 760.1 kJ/mol
* E_HOMO (spin up / spin down): -9.55 / -9.55 eV
* orbital gap (spin up / spin down): 6.3 / 6.3 eV


Q: Among the records above, which one has the lowest DFT total energy?
A: C20H35Cl3FINO4